Entry 1:
Molecular formula: C19H16Br3N3O6
Method: DFT, ωB97M-V/def2-TZVPD

The geometry in ORCA input format:
```
! wB97M-V def2-TZVPD RIJCOSX def2/J DEFGRID3
* xyz 0 1
C -0.74408 -1.56129 -1.27571
Br -0.81174 -3.18212 -2.28546
Br -0.70988 -1.97584 0.60872
Br -2.21327 -0.41491 -1.70926
H 0.17761 -1.04981 -1.51685
C 6.68898 -1.88795 -0.07109
C 6.12399 -0.67279 0.27520
C 4.87377 -0.34754 -0.21922
C 4.22889 -1.22188 -1.07269
C 4.81379 -2.40751 -1.48591
C 6.05082 -2.73714 -0.96924
N 2.86767 -0.91187 -1.50322
O 2.27199 -1.74400 -2.16273
O 2.41873 0.17357 -1.18018
H 7.62612 -2.19938 0.37267
H 6.69252 0.02883 0.86846
H 4.38201 0.55204 0.12884
H 4.32479 -3.05540 -2.19841
H 6.54913 -3.65855 -1.23884
C -6.99257 -0.83351 -2.57388
C -5.94191 -0.45781 -1.73373
C -6.19325 0.31809 -0.61826
C -7.50137 0.70141 -0.37214
C -8.55826 0.30742 -1.16882
C -8.30378 -0.46882 -2.28528
N -7.79223 1.48311 0.84082
O -8.95197 1.73534 1.08109
O -6.84264 1.85262 1.50297
H -6.79057 -1.51366 -3.39363
H -4.94814 -0.84143 -1.92034
H -5.39112 0.61943 0.03827
H -9.55365 0.67097 -0.96056
H -9.11635 -0.81592 -2.90694
C 1.38186 2.57761 1.05414
C 2.32369 3.39040 1.66132
C 3.27515 2.84000 2.51005
C 3.23218 1.49120 2.76538
C 2.26324 0.66289 2.21925
C 1.34596 1.21841 1.34545
N 4.29259 0.88826 3.58251
O 5.06063 1.64063 4.15590
O 4.29904 -0.31916 3.68068
H 0.63707 2.96876 0.37405
H 2.31629 4.44906 1.43846
H 4.01918 3.48056 2.95953
H 2.28588 -0.39980 2.41137
H 0.53317 0.62744 0.94728
*
```

Calculated values
E_HOMO (eV): -10.10
ΔE to the lowest compared entry with this formula, charge and spin (kcal/mol): 0.0
HOMO-LUMO gap (eV): 9.20

=====

Entry 2:
Molecular formula: C19H16CrF6N12O8S2
Method: DFT, ωB97M-V/def2-TZVPD

The geometry in ORCA input format:
```
! wB97M-V def2-TZVPD RIJCOSX def2/J DEFGRID3
* xyz 1 2
Cr 0.57631 0.24511 -0.48082
N 2.53647 1.96449 2.14625
N 3.10439 2.13252 0.88341
C 2.35566 2.51294 -0.16623
N 2.97514 3.04883 -1.19373
N 1.02129 2.21006 -0.11463
N 0.11590 3.15542 -0.68400
O -1.03230 2.93911 -0.40463
O 0.51191 4.03416 -1.41215
H 2.81328 2.72540 2.75529
H 2.83028 1.08057 2.53993
H 4.10833 2.21044 0.79286
H 3.94908 3.30098 -1.14802
H 2.45549 3.26771 -2.02845
O 4.26179 -0.34923 -1.67316
C 3.19254 -0.40178 -1.12374
O 2.06458 0.08152 -1.59488
C 3.03397 -1.02959 0.23800
C 4.02506 -1.89151 0.72523
C 3.82184 -2.48813 1.93430
C 2.66325 -2.17180 2.67729
C 2.42394 -2.73206 3.95573
C 1.32852 -2.36563 4.67993
C 0.43799 -1.40018 4.16268
C 0.63647 -0.85084 2.92786
C 1.73659 -1.24639 2.13784
N 1.92518 -0.71485 0.88309
H 4.89772 -2.06610 0.11248
H 4.53805 -3.19176 2.34064
H 3.13439 -3.44938 4.34681
H 1.14836 -2.79534 5.65569
H -0.40918 -1.08383 4.75717
H -0.02755 -0.08705 2.55918
N -0.77331 -3.53501 -1.68360
C 0.26139 -2.69828 -1.63246
N -0.07290 -1.68659 -0.85540
C -1.35294 -1.96145 -0.47399
N -1.81096 -3.08705 -0.94996
C -2.02568 -0.98523 0.37345
C -3.30148 -1.14014 0.89074
N -3.84859 -0.20667 1.65793
C -3.12693 0.88275 1.89161
C -1.85185 1.05474 1.37245
N -1.29713 0.11442 0.61059
H -0.85940 -4.39619 -2.20060
H 1.18805 -2.82872 -2.16686
H -3.88516 -2.02149 0.65894
H -3.57281 1.65353 2.50717
H -1.27638 1.95002 1.56196
F -2.20253 0.36405 -5.33255
C -1.38200 0.02148 -4.36744
F -1.56767 -1.26844 -4.04962
F -0.12257 0.17965 -4.77416
S -1.64564 1.05352 -2.84699
O -0.39746 0.67877 -2.13595
O -1.74096 2.40620 -3.27499
N -2.78003 0.42983 -2.00371
S -4.34371 0.50303 -2.37818
O -4.56731 0.55544 -3.78678
O -5.00080 -0.45633 -1.55009
C -4.85562 2.15938 -1.69529
F -4.75951 3.09515 -2.62351
F -4.07486 2.49478 -0.66131
F -6.10793 2.08101 -1.26859
*
```

Calculated values
E_HOMO (alpha / beta) (eV): -12.51 / -12.42
ΔE to the lowest compared entry with this formula, charge and spin (kcal/mol): 9.3
HOMO-LUMO gap (alpha / beta) (eV): 7.74 / 8.18

=====

Entry 3:
Molecular formula: C19H16N2O2
Method: DFT, ωB97M-V/def2-TZVPD

The geometry in ORCA input format:
```
! wB97M-V def2-TZVPD RIJCOSX def2/J DEFGRID3
* xyz 0 1
C 5.25387 1.30547 0.68644
C 4.11665 2.08929 0.72485
C 2.94063 1.66501 0.12717
C 2.90032 0.43862 -0.52467
O 1.81253 -0.08375 -1.16276
C 0.58274 0.59285 -1.11031
C -0.07824 0.54306 0.28957
N -1.44044 0.09794 0.21856
C -1.91172 -1.19359 0.12559
C -1.09770 -2.37474 0.15113
C -1.49913 -3.68382 0.02676
C -0.32668 -4.46248 0.10520
C 0.69982 -3.58187 0.27122
O 0.24663 -2.32094 0.30196
N -3.21560 -1.25472 0.00592
C -3.65265 0.03804 0.00524
C -4.94155 0.55349 -0.09445
C -5.08657 1.92371 -0.07341
C -3.98619 2.77626 0.04223
C -2.69929 2.28726 0.14388
C -2.54395 0.91048 0.12729
C 4.05100 -0.35002 -0.56438
C 5.21480 0.08141 0.03636
H 6.16397 1.64355 1.15764
H 4.13545 3.04576 1.22652
H 2.07144 2.30198 0.17342
H -0.05145 0.05547 -1.82197
H 0.68936 1.62750 -1.46006
H -0.07510 1.52711 0.76429
H 0.49531 -0.14555 0.91495
H -2.50739 -4.01507 -0.10309
H -0.25465 -5.52893 0.04576
H 1.75773 -3.72018 0.37652
H -5.78736 -0.10836 -0.18463
H -6.07324 2.35620 -0.14909
H -4.14744 3.84405 0.05098
H -1.85531 2.95616 0.22974
H 4.00207 -1.29703 -1.07839
H 6.09734 -0.53963 -0.00200
*
```

Calculated values
SMILES: c1ccc(OCCn2c(-c3ccco3)nc3ccccc32)cc1
E_HOMO (eV): -7.83
ΔE to the lowest compared entry with this formula, charge and spin (kcal/mol): 0.0
HOMO-LUMO gap (eV): 8.36

=====

Entry 4:
Molecular formula: C19H17Cl2N3O3
Method: DFT, ωB97M-V/def2-TZVPD

The geometry in ORCA input format:
```
! wB97M-V def2-TZVPD RIJCOSX def2/J DEFGRID3
* xyz 0 1
O 1.26291 4.46970 0.24605
C 0.77122 3.38675 -0.00682
C 1.57119 2.19774 -0.36703
C 2.84947 2.10059 0.01335
C 3.76492 1.01828 -0.29366
C 3.39366 -0.12071 -1.01951
C 4.29785 -1.12695 -1.28104
C 5.61682 -1.03767 -0.84312
Cl 6.68994 -2.33794 -1.16568
C 6.00059 0.09369 -0.11816
N 7.34554 0.27968 0.38217
O 8.25581 -0.25350 -0.20653
O 7.46751 0.97964 1.36346
C 5.08061 1.09651 0.15577
N -0.58694 3.23295 -0.03816
C -1.34328 2.06055 -0.08991
C -0.92050 0.87057 0.49584
C -1.70502 -0.26169 0.42780
C -2.95041 -0.27423 -0.21190
N -3.73711 -1.40097 -0.33261
C -5.12213 -1.37628 0.12542
C -5.25318 -2.49854 1.18128
C -3.84096 -3.07473 1.31781
C -3.23043 -2.72595 -0.03858
C -3.35868 0.94192 -0.78924
Cl -4.84306 1.04233 -1.67885
C -2.58551 2.08201 -0.72017
H 1.08416 1.46033 -0.98642
H 3.25019 2.90284 0.62018
H 2.38206 -0.22250 -1.37891
H 3.99430 -2.00287 -1.83170
H 5.41514 1.95146 0.72566
H -1.10534 4.10059 0.02603
H 0.01205 0.83947 1.03867
H -1.34936 -1.15399 0.91747
H -5.79278 -1.56353 -0.71851
H -5.36378 -0.40140 0.54824
H -5.62885 -2.11350 2.12713
H -5.94252 -3.26547 0.83017
H -3.84074 -4.14344 1.51925
H -3.29345 -2.56711 2.11336
H -2.14510 -2.77147 -0.07247
H -3.62631 -3.40377 -0.80446
H -2.94053 2.99063 -1.18165
*
```

Calculated values
SMILES: O=C(/C=C/c1ccc(Cl)c([N+](=O)[O-])c1)Nc1ccc(N2CCCC2)c(Cl)c1
E_HOMO (eV): -7.91
ΔE to the lowest compared entry with this formula, charge and spin (kcal/mol): 109.9
HOMO-LUMO gap (eV): 7.11